No. 1
Computed, not measured: a molecular structure, C30H64N4NbO7 at a distorted geometry, with ωB97M-V/def2-TZVPD.

```
106
Properties=species:S:1:pos:R:3:forces:R:3
C 5.9367 -1.9072 0.0289 -0.0069 0.2056 0.0239
O 5.8025 -1.2346 -1.1877 0.0436 -0.3518 -0.1829
C 5.5043 0.1593 -1.0329 -0.4335 0.2387 0.0431
Nb 3.4333 0.8508 -1.7911 1.5318 1.0200 0.2733
N 4.2990 2.6195 -2.5385 -0.5732 -1.7067 0.3761
C 3.6791 -0.0546 -3.9052 -0.6997 0.8292 0.4653
C 5.0759 -0.4759 -4.3659 -0.3915 -0.2371 -0.6820
C 6.0589 0.6466 -4.6548 0.2016 -0.6599 0.2712
O 5.6301 1.4933 -5.7067 0.1664 0.3133 -0.2134
C 2.9071 1.8983 0.2013 -0.2583 -0.3592 -0.8848
C 3.9771 2.7386 0.8872 -0.4336 0.5698 0.5830
C 4.2033 4.1283 0.2753 0.4286 -0.6236 -0.4125
O 3.0229 4.6550 -0.3049 0.0236 0.4023 0.3894
N 2.3269 -0.8468 -1.0470 0.5944 0.5393 -1.2261
C 0.9319 -0.6646 -1.0063 -0.4146 0.2786 0.8655
C 0.1497 -0.8331 -2.2910 0.7004 -0.3739 0.1018
O 0.3663 -0.3606 0.0260 0.0162 -0.0721 -0.2548
C 2.7366 -2.1715 -1.2720 0.0877 -1.1269 -0.0783
C 2.7100 -3.0520 -0.0231 -0.2318 0.3224 -0.3409
O 3.0465 -2.6734 -2.3311 -0.0813 0.5211 0.3058
H 5.0661 -1.7430 0.6702 -0.0752 0.0221 0.1311
H 6.0256 -2.9743 -0.1597 0.0173 -0.1007 -0.1486
H 6.8270 -1.5688 0.5705 0.1014 0.0435 0.1175
H 5.6467 0.4596 0.0108 0.1524 0.0474 0.0673
H 6.2141 0.7357 -1.6415 0.2319 -0.1124 0.1135
H 1.8040 1.4690 -2.4129 -0.1397 -0.0017 0.0066
H 5.2800 2.7877 -2.3595 0.0178 0.2311 -0.0040
H 4.0494 2.9060 -3.4731 0.0242 0.1973 -0.0203
H 2.9494 -0.8494 -4.0452 0.1268 -0.2227 -0.0532
H 3.3392 0.7526 -4.5653 -0.0575 -0.0224 -0.1723
H 5.5350 -1.2414 -3.7427 0.0511 0.1258 0.3540
H 4.9481 -0.9535 -5.3477 0.0592 -0.1519 -0.0280
H 6.3185 1.2059 -3.7565 -0.0846 0.2191 0.0517
H 6.9784 0.1805 -5.0111 0.1197 0.0833 -0.0650
H 4.9628 2.0924 -5.3690 -0.1768 -0.0460 0.1180
H 2.5696 1.0923 0.8556 0.0570 -0.0624 0.1189
H 2.0349 2.5210 0.0139 -0.1020 0.0927 0.1186
H 4.9536 2.2575 0.9633 0.0998 -0.1351 -0.0795
H 3.6655 2.9055 1.9277 -0.0014 -0.0610 0.0745
H 4.9734 4.0264 -0.4906 -0.0218 0.1100 -0.1356
H 4.6128 4.8085 1.0266 -0.1370 0.1124 0.1519
H 3.2628 4.9896 -1.1684 -0.1148 -0.1211 -0.2206
H -0.1879 0.1546 -2.5792 -0.1902 0.0904 -0.0826
H -0.6786 -1.5172 -2.1295 -0.2025 0.0209 0.0209
H 0.8213 -1.2148 -3.0549 -0.1298 -0.0263 -0.2239
H 3.4631 -3.8245 -0.1154 0.1478 -0.0764 0.0682
H 2.8142 -2.4602 0.8789 0.0608 -0.0332 0.1407
H 1.7332 -3.5375 -0.0112 -0.1238 -0.0430 0.0914
C -7.0585 1.1886 -1.3049 0.0735 -0.0651 0.0623
C -6.1275 2.0832 -2.1559 -0.9626 -0.3174 0.4303
C -5.9074 1.4562 -3.5352 0.3132 -0.1212 -0.2354
C -4.9663 0.2513 -3.5216 -0.0042 0.0371 0.0893
C -3.6518 0.5906 -2.8190 -0.1966 0.1070 -0.4216
C -3.8544 1.1645 -1.4182 0.2140 -0.9165 0.8809
N -4.8224 2.3032 -1.4634 0.7045 0.5236 -1.4802
O -4.2548 3.3932 -1.8721 -0.2274 -0.1955 0.5443
C -4.3412 0.0588 -0.4629 -0.2188 -0.0330 -0.0309
C -2.5235 1.6353 -0.8535 0.3016 0.4819 -0.1185
C -6.8355 3.4231 -2.3200 0.1158 0.2633 -0.0676
H -6.8739 1.3331 -0.2405 0.0251 0.0046 -0.0047
H -8.1017 1.4450 -1.4893 0.0217 0.0814 -0.1040
H -6.9569 0.1283 -1.5305 0.0558 0.0238 0.0295
H -5.4948 2.2138 -4.2092 0.0369 0.0595 0.0962
H -6.8783 1.1682 -3.9464 -0.0547 0.0411 0.0398
H -5.4479 -0.6046 -3.0401 0.0045 0.0169 0.0337
H -4.7601 -0.0576 -4.5485 -0.0185 -0.0106 -0.0021
H -3.0197 -0.2963 -2.7502 0.0322 -0.0056 0.0823
H -3.1025 1.3164 -3.4269 -0.0171 0.0775 0.0779
H -4.5984 0.4770 0.5113 0.0131 0.0204 0.0010
H -3.5382 -0.6626 -0.3116 0.1007 0.0804 -0.0240
H -5.1975 -0.5024 -0.8308 0.0184 0.0531 0.0079
H -2.0281 2.3549 -1.5035 -0.1382 0.0843 0.0103
H -1.8308 0.8017 -0.7391 -0.1518 -0.1492 0.0522
H -2.6543 2.0999 0.1252 -0.0263 -0.0056 -0.0039
H -6.9653 3.9183 -1.3564 0.0185 -0.0147 0.0046
H -7.8203 3.2528 -2.7553 -0.0384 -0.0920 0.0169
H -6.2921 4.0954 -2.9805 0.0769 -0.0213 0.0933
C 0.0683 -2.4800 6.2237 0.0544 0.0296 -0.0888
C -1.4141 -2.1922 5.8913 0.8581 -0.2518 0.6630
C -2.0800 -3.4433 5.3132 -0.2112 -0.1158 -0.3381
C -1.6735 -3.7474 3.8711 0.0388 0.0779 0.0223
C -1.8601 -2.5204 2.9790 -0.2786 -0.3325 0.1609
C -1.1479 -1.2794 3.5119 1.0402 0.2163 -0.4905
N -1.5327 -1.0473 4.9400 -1.6314 -0.4747 -0.3763
O -2.6932 -0.4795 5.0356 0.5760 0.1833 0.0986
C 0.3758 -1.4362 3.3574 0.0775 -0.1628 0.1546
C -1.5187 -0.0718 2.6672 -0.4313 0.2223 -0.0175
C -2.0948 -1.8227 7.2044 -0.2529 0.1510 0.0403
H 0.6611 -1.5665 6.1879 -0.0143 0.0084 -0.0226
H 0.1583 -2.8847 7.2320 -0.1318 -0.0176 0.0198
H 0.5225 -3.2097 5.5559 -0.0108 0.0615 -0.0362
H -3.1671 -3.3172 5.3502 0.0183 0.1162 0.0065
H -1.8423 -4.2943 5.9568 0.0239 0.0304 0.0689
H -0.6375 -4.0944 3.8301 0.0148 0.0392 0.0066
H -2.2823 -4.5708 3.4908 0.0134 -0.0157 0.0106
H -1.4958 -2.7272 1.9709 0.0639 0.0737 -0.0221
H -2.9311 -2.3089 2.8878 0.0176 0.0930 0.0691
H 0.8971 -0.6080 3.8393 -0.0144 0.0143 0.0010
H 0.6328 -1.4141 2.2987 -0.1020 0.1070 -0.0424
H 0.7695 -2.3682 3.7587 -0.0425 0.0487 0.0233
H -2.5958 0.0883 2.6132 0.0159 -0.0351 0.1649
H -1.1543 -0.2294 1.6545 0.0971 0.0078 0.0261
H -1.0583 0.8381 3.0548 0.0193 -0.0222 0.0166
H -1.6736 -0.9056 7.6194 0.0064 0.0015 -0.0230
H -1.9408 -2.6280 7.9228 0.0830 -0.0558 -0.0169
H -3.1674 -1.6842 7.0856 0.0513 0.0847 -0.0720
```
Forces are in eV/Å.

## Properties
- Charge: -1
- ⟨S²⟩: 2.008
- HOMO-LUMO gap (spin up / spin down): 6.454 / 6.409 eV
- Molar mass: 685.77 g/mol
- LUMO (spin up / spin down): 2.3 / 2.3 eV
- Multiplicity: 3
- Energy: -1983.9096 Eh


No. 2
Computed, not measured: 5 unconnected molecules or ions with the total composition C30H64N4O7PS2 at a distorted geometry, with ωB97M-V/def2-TZVPD.

```
108
Properties=species:S:1:pos:R:3:forces:R:3
C 0.4328 -2.6823 0.8774 1.2224 -0.3535 -0.9362
C -0.6288 -2.5313 1.3916 -0.7647 0.4280 0.4876
P -2.0682 -2.0702 2.1986 -0.4389 0.0937 1.1349
S -1.6217 -1.2937 4.0557 -1.0880 0.7282 -0.5646
C -2.9635 -0.7412 1.3526 -0.1645 -0.3313 -0.4118
C -2.3553 -0.3170 0.0141 0.0792 0.2885 0.0374
C -0.9863 0.3833 0.1198 0.1067 -0.0896 -0.4202
C -0.9642 1.7635 -0.5529 -0.6695 -0.1308 0.2029
C -0.6680 1.6597 -2.0558 0.2137 -0.5841 0.3544
C 0.7769 1.9456 -2.4609 -0.1107 0.5955 -0.5101
C 1.4069 3.1704 -1.7979 0.2334 -0.4725 0.3088
C 2.6441 3.7107 -2.5403 -0.3016 0.0789 0.2974
C 3.9434 3.5509 -1.7499 0.2442 0.5376 0.1787
C 4.2257 4.7441 -0.8074 -0.3030 -0.5469 -0.0523
C 3.6099 4.5627 0.5752 0.0922 0.2673 0.0504
C 4.0893 5.5900 1.5937 -0.4195 -0.5112 0.3834
C -3.1059 -3.5701 2.2642 0.8143 -0.0395 0.2616
C -2.6756 -4.5839 3.3495 -0.1992 -0.3832 -0.3676
C -2.1866 -5.9246 2.7833 0.2777 0.1541 0.7980
C -0.8606 -5.7383 2.0747 -0.8684 -0.3914 -0.9384
S -0.0942 -7.2595 1.5185 0.6054 0.0064 0.9621
O 1.3034 -7.0360 1.6969 0.3577 -0.0690 -0.6207
O -0.6792 -8.3810 2.1704 -0.3674 -0.0907 -0.3481
O -0.4096 -7.3478 -0.0429 -0.4292 -0.0001 0.2926
H 1.3315 -2.8661 0.3224 -0.0277 -0.0237 0.0475
H -0.8193 -2.2541 4.5493 0.5762 -0.3523 -0.1082
H -3.0946 0.0902 2.0429 0.2383 0.0689 0.0925
H -3.9598 -1.1518 1.1788 -0.1022 -0.0530 0.0445
H -2.3099 -1.1685 -0.6634 0.0121 -0.1282 -0.0092
H -3.0672 0.3728 -0.4370 -0.1102 0.0196 -0.0658
H -0.2763 -0.2366 -0.4245 0.2973 -0.0664 0.2113
H -0.6471 0.4298 1.1549 -0.0375 0.0565 0.1296
H -1.9632 2.1931 -0.4433 -0.0270 0.1534 0.1504
H -0.3038 2.4318 -0.0083 0.2368 0.0673 -0.1671
H -0.8830 0.6278 -2.3406 -0.2059 0.0020 -0.2188
H -1.3772 2.2550 -2.6257 0.1467 0.3292 -0.0560
H 1.4185 1.0739 -2.3254 0.0278 -0.0982 0.1785
H 0.7754 2.1312 -3.5373 -0.0190 -0.1238 -0.1183
H 1.7374 2.8660 -0.8042 -0.0614 0.0973 0.1813
H 0.6512 3.9364 -1.6231 -0.0566 0.1512 -0.2183
H 2.7092 3.2453 -3.5230 0.0741 -0.0919 -0.0612
H 2.4904 4.7761 -2.7051 0.0649 0.0973 -0.2287
H 4.8002 3.4485 -2.4143 -0.0493 -0.0700 -0.2110
H 3.9109 2.6543 -1.1284 0.0132 -0.2640 -0.1463
H 3.8217 5.6486 -1.2578 0.1825 0.2292 0.0000
H 5.3043 4.8578 -0.7002 0.0981 0.1002 0.0527
H 2.5237 4.6436 0.5197 -0.1199 -0.0904 -0.1076
H 3.8355 3.5565 0.9366 0.0444 -0.0953 0.0245
H 3.6710 6.5640 1.3713 0.3227 0.1917 -0.1451
H 3.7005 5.3050 2.5734 0.0623 0.0363 0.1414
H 5.1742 5.5989 1.6741 0.1110 0.2125 -0.1114
H -4.1396 -3.2624 2.3802 -0.1137 0.0410 -0.0842
H -2.9414 -4.0433 1.2963 -0.3959 0.1423 -0.3015
H -3.5311 -4.7962 3.9831 -0.0211 0.1577 0.2017
H -1.8753 -4.2016 3.9798 -0.0471 0.2026 0.1915
H -2.0099 -6.5672 3.6442 -0.1056 -0.2263 -0.0160
H -2.9395 -6.4150 2.1710 -0.0055 0.0254 -0.1920
H -0.1158 -5.2581 2.6991 -0.0152 -0.0118 -0.0169
H -1.0258 -5.1486 1.1735 0.3415 0.3141 0.0252
H -0.6778 -6.4783 -0.3670 0.1987 0.0333 -0.2354
C -4.1344 -0.6539 -3.4978 0.0708 -0.0705 -0.0427
O -2.9352 -0.4752 -3.6275 0.0214 -0.1031 0.1068
N -5.0664 0.2930 -3.6749 -0.1715 0.0618 0.0534
C -6.4842 0.0278 -3.5136 0.1317 0.1546 -0.0548
C -4.6315 1.6325 -4.0462 0.0971 -0.1214 0.0121
H -4.5596 -1.6354 -3.2202 -0.0113 0.0214 -0.0089
H -7.0127 0.2276 -4.4465 -0.0636 -0.0289 0.0208
H -6.8995 0.6647 -2.7308 -0.0634 -0.0296 -0.0045
H -6.6393 -1.0136 -3.2396 0.0258 -0.0198 -0.0045
H -4.0830 1.6004 -4.9871 0.0114 0.0482 -0.0016
H -3.9677 2.0363 -3.2811 0.0067 0.0427 -0.0246
H -5.4985 2.2782 -4.1528 -0.0381 -0.0219 0.0086
C 2.1980 8.8986 -0.0315 -0.0865 -0.0714 -0.0216
O 2.6433 7.7756 -0.1884 -0.0957 0.0698 -0.1003
N 2.9459 10.0129 0.0026 0.0105 0.1666 0.0210
C 2.3673 11.3287 0.1927 0.1921 -0.0886 -0.0282
C 4.3864 9.8860 -0.1580 -0.1027 -0.1271 -0.0022
H 1.1202 9.0936 0.0988 0.0104 0.0122 0.0008
H 2.5927 11.9667 -0.6636 -0.0458 0.0543 0.0225
H 2.7731 11.7921 1.0936 -0.0484 0.0567 -0.0022
H 1.2875 11.2481 0.2955 -0.0135 -0.0289 -0.0014
H 4.6167 9.4256 -1.1189 0.0512 0.0012 0.0064
H 4.7968 9.2520 0.6280 0.0497 0.0035 -0.0164
H 4.8445 10.8699 -0.1073 -0.0299 0.0311 0.0064
C 0.5637 -4.7864 -2.5427 0.1542 -0.0432 -0.0608
O 0.9748 -3.9781 -1.7196 -0.1382 -0.0199 0.2345
N -0.2231 -4.4782 -3.5766 -0.1367 -0.0087 -0.0757
C -0.6721 -5.4780 -4.5298 -0.0090 0.1667 0.0125
C -0.6387 -3.0908 -3.7532 0.1411 -0.0568 0.1082
H 0.8266 -5.8566 -2.4936 0.0183 0.0117 0.0021
H -0.3259 -5.2216 -5.5313 -0.0179 -0.0550 -0.0254
H -1.7622 -5.5275 -4.5356 0.0036 -0.0447 -0.0445
H -0.2761 -6.4549 -4.2610 0.0225 0.0021 0.0212
H 0.2345 -2.4500 -3.8705 -0.0253 0.0375 -0.0086
H -1.1932 -2.7484 -2.8808 -0.0443 0.0717 -0.0147
H -1.2693 -3.0054 -4.6319 -0.0292 -0.0305 -0.0250
C 1.1744 -3.7788 4.4460 0.4151 -1.1741 -0.3298
O 0.7309 -2.7555 4.9443 -0.0645 0.2249 0.5432
N 1.5585 -4.8717 5.1168 -0.0244 0.4665 -0.2125
C 2.0135 -6.0608 4.4106 -0.0200 0.0623 0.4178
C 1.4948 -4.8663 6.5706 -0.0509 0.1218 0.0361
H 1.2682 -3.9006 3.3501 0.1068 0.1302 0.1578
H 1.3439 -6.8917 4.6412 0.0702 -0.0691 -0.0960
H 3.0281 -6.3347 4.7026 -0.0286 0.0608 0.0492
H 1.9942 -5.8768 3.3468 0.0773 -0.0267 -0.0933
H 0.4724 -4.6818 6.9020 0.0163 -0.0231 0.0359
H 2.1271 -4.0742 6.9706 -0.0001 -0.0232 0.0292
H 1.8317 -5.8267 6.9496 0.0052 -0.0130 -0.0400
```
Forces are in eV/Å.

## Properties
- Charge: +1
- HOMO-LUMO gap: 7.954 eV
- Molar mass: 687.97 g/mol
- LUMO: -2.6 eV
- Energy: -3064.6334 Eh


- Which of these has the highest charge?
  C30H64N4O7PS2